Formula: C8BaCl5F6NO4S2
Source: the OMol25 dataset
Level of theory: ωB97M-V/def2-TZVPD

Its energy above the lowest of the compared OMol25 structures with the same formula, charge and spin is 0.2707 eV. For the highest occupied orbital energy, the calculation gives -9.212 eV. For the total energy, the calculation gives -4382.63072 Ha. The value obtained for the HOMO-LUMO gap is 8.5 eV.

The geometry in ORCA input format:
```
! wB97M-V def2-TZVPD RIJCOSX def2/J DEFGRID3
* xyz 0 1
Ba -0.30 -0.85 0.01
F 2.83 -0.02 -3.71
C 2.35 1.21 -3.52
F 3.34 2.01 -3.13
F 1.83 1.65 -4.65
S 1.08 1.18 -2.18
O 1.79 0.57 -1.07
O 0.58 2.51 -2.00
N 0.03 0.16 -2.79
S -1.55 0.36 -2.74
O -1.99 0.84 -1.44
O -2.14 -0.86 -3.20
C -1.96 1.72 -3.97
F -2.62 2.68 -3.35
F -2.71 1.21 -4.93
F -0.85 2.22 -4.50
Cl 1.05 -3.89 2.31
C 0.45 -2.56 3.27
C -0.14 -1.51 2.59
C -0.57 -0.47 3.38
Cl -1.30 0.90 2.54
C -0.47 -0.43 4.77
Cl -1.04 0.92 5.68
C 0.13 -1.51 5.40
Cl 0.28 -1.53 7.12
C 0.59 -2.60 4.65
Cl 1.33 -3.94 5.44
*
```